Molecular formula: C22H34F4N3O12
Method: DFT, the ωB97M-V functional and the def2-TZVPD basis

Properties
Gap between HOMO and LUMO   9.30 eV
Highest occupied orbital energy   -13.08 eV
LUMO energy   -3.78 eV
Net charge   +1
Multiplicity   1
E_tot   -2325.1097 Ha

Each atom is followed by the atoms it is bonded to, with distances in Å.
Atoms and positions in Å:
1 F -10.6498 1.3238 -2.4826  C32 1.349
2 F 6.5632 1.0180 -1.1849  C33 1.355
3 F 6.1153 0.6878 7.1006  C31 1.351
4 F 2.0471 -3.0531 -3.3040  C26 1.358
5 O 5.4214 3.5398 0.8610  C20 1.348, C28 1.435
6 O 0.8265 -2.0975 -7.4704  C22 1.181
7 O -8.0219 -2.2475 -2.4244  C23 1.183
8 O -9.6567 -0.6999 -2.3633  C23 1.357, C32 1.418
9 O 6.8020 2.0610 5.4445  C31 1.417, C39 1.361
10 O 1.4658 -2.9789 -5.4866  C22 1.370, C26 1.414
11 O 7.5608 2.6998 3.4153  C39 1.184
12 O 4.7017 2.2464 -0.8190  C20 1.366, C33 1.423
13 O 6.5595 0.6996 3.6871  C27 1.433, C39 1.360
14 O 1.8048 -0.8030 -5.9030  C22 1.362, C34 1.428
15 O -7.5200 -0.0709 -2.1142  C23 1.364, C37 1.437
16 O 3.2549 3.6016 0.2614  C20 1.188
17 N -3.0904 -1.0819 -0.2244  C21 1.480, C29 1.382, H72 1.018
18 N -2.4351 0.5103 1.3796  C29 1.338, C38 1.471, H70 1.011
19 N -4.5510 -0.3497 1.5252  C29 1.342, C30 1.497, H71 1.022
20 C 4.3550 3.1751 0.1215  O5 1.348, O12 1.366, O16 1.188
21 C -3.7081 -2.4220 -0.1154  N17 1.480, C41 1.521, H44 1.077, H64 1.084
22 C 1.3135 -1.9709 -6.4020  O6 1.181, O10 1.370, O14 1.362
23 C -8.3673 -1.1210 -2.3149  O7 1.183, O8 1.357, O15 1.364
24 C 1.8146 -1.3674 1.8976  C35 1.525, H63 1.082, H68 1.086, H75 1.086
25 C 1.6440 -0.1554 -0.3855  C35 1.544, C36 1.523, H46 1.087, H54 1.082
26 C 2.3796 -2.5223 -4.5094  F4 1.358, O10 1.414, C34 1.508, H74 1.091
27 C 6.1245 -0.0329 4.8387  O13 1.433, C31 1.511, H52 1.087, H67 1.090
28 C 6.5253 2.7040 0.4850  O5 1.435, C33 1.508, H60 1.089, H73 1.086
29 C -3.3710 -0.3101 0.8870  N17 1.382, N18 1.338, N19 1.342
30 C -5.3831 -1.5863 1.3857  N19 1.497, C41 1.492, H50 1.087, H58 1.082
31 C 5.8606 1.0752 5.8312  F3 1.351, O9 1.417, C27 1.511, H47 1.091
32 C -9.6909 0.6202 -1.8466  F1 1.349, O8 1.418, C37 1.511, H61 1.092
33 C 6.1219 2.2675 -0.9008  F2 1.355, O12 1.423, C28 1.508, H43 1.091
34 C 2.1653 -1.0295 -4.5403  O14 1.428, C26 1.508, H57 1.092, H62 1.087
35 C 2.5215 -0.5494 0.8227  C24 1.525, C25 1.544, H42 1.086, H56 1.083
36 C 0.1556 -0.0353 -0.0863  C25 1.523, C40 1.525, H45 1.083, H59 1.090
37 C -8.3071 1.1298 -2.1743  O15 1.437, C32 1.511, H55 1.090, H65 1.087
38 C -1.6954 1.5177 0.6048  N18 1.471, C40 1.531, H49 1.082, H53 1.083
39 C 7.0314 1.9021 4.1127  O9 1.361, O11 1.184, O13 1.360
40 C -0.1812 1.2930 0.5838  C36 1.525, C38 1.531, H48 1.085, H66 1.082
41 C -5.2066 -2.2198 0.0467  C21 1.521, C30 1.492, H51 1.082, H69 1.087
42 H 3.3255 -1.1700 0.4396  C35 1.086
43 H 6.4267 2.9456 -1.6991  C33 1.091
44 H -3.4687 -3.0400 -0.9637  C21 1.077
45 H -0.2595 -0.8831 0.4445  C36 1.083
46 H 1.9700 0.8319 -0.7038  C25 1.087
47 H 4.8558 1.4987 5.7820  C31 1.091
48 H 0.2271 1.3515 1.5877  C40 1.085
49 H -2.0487 1.5649 -0.4171  C38 1.082
50 H -5.0968 -2.2756 2.1759  C30 1.087
51 H -5.7450 -3.1519 -0.0606  C41 1.082
52 H 5.2416 -0.6250 4.6123  C27 1.087
53 H -1.8953 2.4632 1.0940  C38 1.083
54 H 1.8110 -0.7914 -1.2452  C25 1.082
55 H -8.2580 1.5463 -3.1805  C37 1.090
56 H 3.0171 0.2937 1.2879  C35 1.083
57 H 1.3444 -0.7200 -3.8906  C34 1.092
58 H -6.4187 -1.3391 1.5766  C30 1.082
59 H -0.3554 -0.0063 -1.0487  C36 1.090
60 H 6.5980 1.8644 1.1743  C28 1.089
61 H -9.9217 0.5840 -0.7802  C32 1.092
62 H 3.0577 -0.4666 -4.2770  C34 1.087
63 H 1.5772 -2.3736 1.5785  C24 1.082
64 H -3.3418 -2.8675 0.8028  C21 1.084
65 H -7.9444 1.8679 -1.4634  C37 1.087
66 H 0.2077 2.0817 -0.0473  C40 1.082
67 H 6.9243 -0.6934 5.1748  C27 1.090
68 H 0.9411 -0.8473 2.2802  C24 1.086
69 H -5.4945 -1.5220 -0.7357  C41 1.087
70 H -2.2111 0.4297 2.3623  N18 1.011
71 H -4.3386 -0.2369 2.5180  N19 1.022
72 H -3.3581 -0.6213 -1.0918  N17 1.018
73 H 7.4586 3.2584 0.5043  C28 1.086
74 H 3.3874 -2.8435 -4.7754  C26 1.091
75 H 2.4853 -1.4761 2.7445  C24 1.086